Entry 1:
Computed, not measured: a cluster of 2 separate species, C4H8O2 in total, with ωB97M-V/def2-TZVPD.

```
14
C4H8O2, DFT ωB97M-V/def2-TZVPD
C 1.2685 -1.3280 0.8808
O 0.8724 -0.4967 1.7986
C 0.9572 0.7978 1.8081
C -0.4314 0.5728 -0.9937
O 0.4214 1.2163 -1.5616
C -1.6876 0.0312 -1.6117
H 1.0924 -2.3697 1.1025
H -0.3261 0.3403 0.0819
H 1.8700 -0.9566 0.0589
H 0.4840 1.2756 2.6512
H 1.4582 1.3105 0.9920
H -1.9128 0.4876 -2.5786
H -2.5106 0.1707 -0.9037
H -1.5556 -1.0517 -1.7248
```

Calculated values
maximum force = 0.8 eV/Å
charge = 0
DFT total energy = -307.53510 hartree
Kohn-Sham gap (spin up / spin down) = 8.286 / 8.383 eV
HOMO energy (spin up / spin down) = -7.64 / -7.67 eV
energy above the lowest of the compared OMol25 structures with the same formula, charge and spin = 465.6 kJ/mol

Here are the natural (NBO) charges for atoms 1 to 6, given in e:
1. C -0.18
2. O -0.35
3. C -0.16
4. C 0.44
5. O -0.54
6. C -0.73

Entry 2:
Computed, not measured: a structure of composition C4H8O2, with ωB97M-V/def2-TZVPD.

```
14
C4H8O2, DFT ωB97M-V/def2-TZVPD
O 1.9557 1.3199 -0.3258
C 1.1542 0.4226 -0.4238
C -0.1807 0.4180 0.2692
C -1.2510 0.8124 -0.7721
O -1.7355 -0.5306 -0.8510
C -0.9408 -0.9153 0.2785
H 2.5310 -0.6539 1.2519
H 2.0661 -1.2230 1.3592
H 1.3309 -0.4384 -1.1080
H -0.1462 0.9942 1.1957
H -2.0026 1.5144 -0.3961
H -0.8640 1.1720 -1.7330
H -1.5571 -1.0671 1.1733
H -0.3598 -1.8252 0.0819
```

Calculated values
maximum force = 0.5 eV/Å
charge = 0
DFT total energy = -307.59213 hartree
Kohn-Sham gap = 10.770 eV
HOMO energy = -9.85 eV
energy above the lowest of the compared OMol25 structures with the same formula, charge and spin = 315.8 kJ/mol

Here are the natural (NBO) charges for atoms 1 to 6, given in e:
1. O -0.53
2. C 0.45
3. C -0.39
4. C -0.04
5. O -0.53
6. C -0.05

Entry 3:
Computed, not measured: an isolated molecule of C4H8O2, with ωB97M-V/def2-TZVPD.

```
14
C4H8O2, DFT ωB97M-V/def2-TZVPD
O -0.3426 -1.7299 0.5990
C -0.2747 -0.7224 -0.3613
C -1.3032 0.4620 -0.0617
C -0.5064 1.5097 0.5913
C 1.1857 -0.2382 -0.4560
O 1.7277 -0.0986 0.8421
H 0.3859 -1.5354 1.2159
H -0.5979 -1.1347 -1.3237
H -1.8492 0.7299 -0.9787
H -1.9938 -0.0004 0.6565
H 1.2537 0.6948 -1.0434
H -0.5148 2.4236 -0.0404
H 1.7874 -0.9996 -0.9561
H 1.2013 0.6147 1.2692
```

Calculated values
maximum force = 0.3 eV/Å
charge = 0
DFT total energy = -307.52722 hartree
Kohn-Sham gap = 8.322 eV
HOMO energy = -9.14 eV
energy above the lowest of the compared OMol25 structures with the same formula, charge and spin = 486.3 kJ/mol

Here are the natural (NBO) charges for atoms 1 to 6, given in e:
1. O -0.71
2. C 0.12
3. C -0.63
4. C -0.05
5. C -0.11
6. O -0.75

Entry 4:
Computed, not measured: a cluster of 3 separate species, C4H8O2 in total, with ωB97M-V/def2-TZVPD.

```
14
C4H8O2, DFT ωB97M-V/def2-TZVPD
O 1.9119 1.1224 0.2312
C 1.6666 0.2456 -0.5650
C -0.0258 -2.0022 0.4711
C -0.7275 -1.0104 1.0089
C -1.1028 2.0125 -0.5402
O -1.4181 1.1396 -1.3150
H -0.0887 2.0726 -0.1048
H 2.2984 -0.6607 -0.6425
H 0.8037 0.2956 -1.2520
H 0.8284 -2.4422 0.9800
H -0.2754 -2.4045 -0.5083
H -1.5731 -0.5722 0.4875
H -0.4688 -0.5835 1.9755
H -1.8287 2.7875 -0.2265
```

Calculated values
SMILES string = C=C.C=O.C=O
maximum force = 0.5 eV/Å
charge = 0
DFT total energy = -307.58982 hartree
Kohn-Sham gap = 10.465 eV
HOMO energy = -9.73 eV
energy above the lowest of the compared OMol25 structures with the same formula, charge and spin = 321.9 kJ/mol

Here are the natural (NBO) charges for atoms 1 to 6, given in e:
1. O -0.54
2. C 0.28
3. C -0.41
4. C -0.38
5. C 0.27
6. O -0.52

Entry 5:
Computed, not measured: an isolated molecule of C4H8O2 in a non-equilibrium geometry, with ωB97M-V/def2-TZVPD.

```
14
C4H8O2, DFT ωB97M-V/def2-TZVPD
C 0.1425 0.5063 -1.5314
C -0.0822 0.6174 -0.0296
C -1.1326 -0.3228 0.5892
O -0.3610 -0.9811 1.6204
C 1.1060 0.0082 0.7484
O 1.6378 -1.0395 0.3662
H 0.9443 1.1807 -1.8528
H -0.7586 0.7593 -2.0991
H 0.4483 -0.5150 -1.7757
H -0.2542 1.6614 0.2655
H -1.9719 0.1926 1.0694
H -1.5324 -1.0751 -0.0984
H 0.2993 -1.5721 1.1325
H 1.5147 0.5795 1.5955
```

Calculated values
SMILES string = C[C@H](C=O)CO
maximum force = 2.0 eV/Å
charge = 0
DFT total energy = -307.62579 hartree
Kohn-Sham gap = 10.770 eV
HOMO energy = -9.79 eV
energy above the lowest of the compared OMol25 structures with the same formula, charge and spin = 227.5 kJ/mol

Here are the natural (NBO) charges for atoms 1 to 6, given in e:
1. C -0.61
2. C -0.34
3. C -0.07
4. O -0.70
5. C 0.49
6. O -0.66

Entry 6:
Computed, not measured: a structure of composition C4H8O2 in a non-equilibrium geometry, with ωB97M-V/def2-TZVPD.

```
14
C4H8O2, DFT ωB97M-V/def2-TZVPD
O -2.0543 0.5316 -0.3144
C -1.3935 -0.6481 0.0271
C -0.0539 -0.3587 0.6207
C 0.8176 -0.2412 -0.6030
C 1.5141 0.9154 0.2483
O 0.3086 0.9682 1.0573
H -1.4523 1.2825 -0.1477
H -2.0977 -1.3302 0.4767
H -0.8367 -1.5217 -0.9083
H 0.2672 -1.1228 1.3428
H 0.6510 -1.3419 -1.0613
H 0.2723 0.3107 -1.3771
H 1.6777 1.8958 -0.2262
H 2.3798 0.6604 0.8652
```

Calculated values
maximum force = 3.8 eV/Å
charge = 0
DFT total energy = -307.52869 hartree
Kohn-Sham gap = 10.692 eV
HOMO energy = -9.69 eV
energy above the lowest of the compared OMol25 structures with the same formula, charge and spin = 482.4 kJ/mol

Here are the natural (NBO) charges for atoms 1 to 6, given in e:
1. O -0.70
2. C 0.01
3. C 0.02
4. C -0.46
5. C -0.06
6. O -0.54

Entry 7:
Computed, not measured: an isolated molecule of C4H8O2 in a non-equilibrium geometry, with ωB97M-V/def2-TZVPD.

```
14
C4H8O2, DFT ωB97M-V/def2-TZVPD
C 2.2154 0.1676 -0.2023
C -1.4206 -1.3377 -0.1080
C -0.9729 0.0529 0.0620
C -0.0669 0.7732 0.6258
O 1.1365 -0.2432 0.6000
O -2.1547 1.1073 0.2376
H -1.9394 1.9211 -0.2349
H 0.2482 1.7998 0.7031
H 2.5073 1.2085 -0.0076
H 3.0654 -0.4733 0.0417
H 1.9917 0.0698 -1.2733
H -2.2124 -1.5642 0.6053
H -0.5805 -2.0060 0.0640
H -1.8173 -1.4758 -1.1136
```

Calculated values
SMILES string = CO/C=C(\C)O
maximum force = 7.9 eV/Å
charge = 0
DFT total energy = -307.56001 hartree
Kohn-Sham gap = 10.008 eV
HOMO energy = -9.12 eV
energy above the lowest of the compared OMol25 structures with the same formula, charge and spin = 400.2 kJ/mol

Here are the natural (NBO) charges for atoms 1 to 6, given in e:
1. C -0.24
2. C -0.68
3. C 0.30
4. C 0.07
5. O -0.59
6. O -0.78

Entry 8:
Computed, not measured: a cluster of 2 separate species, C4H8O2 in total, with ωB97M-V/def2-TZVPD.

```
14
C4H8O2, DFT ωB97M-V/def2-TZVPD
C -1.8616 0.0052 0.3327
C -0.3664 -0.0296 0.3413
C 0.2956 -1.0745 -0.5259
O 1.5259 -0.3789 -0.9494
C 1.2552 0.8951 -0.8506
O 0.1771 1.1817 -0.2697
H -2.2392 -0.8019 0.9706
H -2.2305 0.9433 0.7601
H -2.3209 -0.1225 -0.6685
H 1.3744 0.3765 1.7236
H 0.6075 -1.9802 -0.0026
H -0.2394 -1.3594 -1.4615
H 2.0567 0.7034 1.7809
H 1.9655 1.6418 -1.1810
```

Calculated values
maximum force = 0.3 eV/Å
charge = 0
DFT total energy = -307.52979 hartree
Kohn-Sham gap (spin up / spin down) = 7.588 / 7.587 eV
HOMO energy (spin up / spin down) = -6.79 / -6.79 eV
energy above the lowest of the compared OMol25 structures with the same formula, charge and spin = 479.5 kJ/mol

Here are the natural (NBO) charges for atoms 1 to 6, given in e:
1. C -0.66
2. C -0.07
3. C -0.12
4. O -0.45
5. C 0.56
6. O -0.37

Entry 9:
Computed, not measured: an isolated molecule of C4H8O2, with ωB97M-V/def2-TZVPD.

```
14
C4H8O2, DFT ωB97M-V/def2-TZVPD
C 0.9282 -0.3157 -0.0457
C -0.1023 -0.7628 1.0061
C -1.4643 -0.5783 0.3177
O -1.2124 -0.1223 -1.0010
C 0.0404 0.4689 -1.0743
O -0.0258 1.8225 -0.6743
H 1.7156 0.2743 0.4490
H 1.4350 -1.1808 -0.4819
H 0.8307 2.0067 -0.2749
H -0.0550 -0.1446 1.9061
H 0.0690 -1.7985 1.3088
H -2.0202 -1.5129 0.2202
H -2.0776 0.1524 0.8528
H 0.2669 0.4345 -2.1526
```

Calculated values
SMILES string = O[C@H]1CCCO1
maximum force = 0.7 eV/Å
charge = 0
DFT total energy = -307.67249 hartree
Kohn-Sham gap = 11.137 eV
HOMO energy = -10.21 eV
energy above the lowest of the compared OMol25 structures with the same formula, charge and spin = 104.9 kJ/mol

Here are the natural (NBO) charges for atoms 1 to 6, given in e:
1. C -0.45
2. C -0.44
3. C -0.07
4. O -0.51
5. C 0.37
6. O -0.72

Entry 10:
Computed, not measured: an isolated molecule of C4H8O2, with ωB97M-V/def2-TZVPD.

```
14
C4H8O2, DFT ωB97M-V/def2-TZVPD
C 2.4071 0.2481 -0.3109
O 1.4352 -0.1528 -1.2485
C 0.1418 -0.0245 -0.8491
C -2.3286 -0.5398 0.6001
C -0.2939 0.6352 0.2277
O -1.5970 0.6724 0.6397
H 3.3644 -0.1142 -0.6852
H 2.4532 1.3401 -0.1981
H 2.1834 -0.1738 0.6758
H -0.5212 -0.5649 -1.5190
H -1.7509 -1.3555 0.1553
H -2.5863 -0.8312 1.6239
H -3.2513 -0.3885 0.0315
H 0.3439 1.2494 0.8568
```

Calculated values
SMILES string = CO/C=C/OC
maximum force = 0.3 eV/Å
charge = 0
DFT total energy = -307.61554 hartree
Kohn-Sham gap = 9.215 eV
HOMO energy = -8.21 eV
energy above the lowest of the compared OMol25 structures with the same formula, charge and spin = 254.4 kJ/mol

Here are the natural (NBO) charges for atoms 1 to 6, given in e:
1. C -0.26
2. O -0.50
3. C 0.05
4. C -0.25
5. C 0.02
6. O -0.52